Here is a 2-piece molecular cluster, C3H7N2O2 overall from the OMol25 dataset. Energies are from ωB97M-V with the def2-TZVPD basis set.

The geometry in XYZ format:
```
14
Properties=species:S:1:pos:R:3:forces:R:3
C -0.7352 -0.2960 -0.3425 -1.28 -0.63 2.06
C -0.4217 1.8236 1.2153 2.42 -0.23 -0.75
C 0.1053 0.4333 0.6611 -0.11 2.45 -2.12
N -0.7454 -1.6175 0.0357 0.41 0.71 0.27
N 0.6618 -0.7882 -2.1393 1.00 0.24 0.02
O 0.6028 -2.0051 -2.3253 -0.52 -1.21 -0.30
O 1.7215 -0.2493 -2.4633 0.39 0.76 -0.25
H 0.3124 2.3274 1.9231 -1.00 -0.89 -0.55
H -1.3197 1.5431 1.6376 -1.96 -0.07 1.72
H -0.6952 2.6030 0.4896 0.40 -0.62 -0.37
H 0.9065 0.6139 -0.0816 0.49 0.04 0.76
H 0.3949 -0.2730 1.4011 0.69 -0.19 1.30
H -0.1272 -2.0110 0.8294 -0.63 0.91 -1.53
H -0.6607 -2.1043 -0.8411 -0.30 -1.28 -0.26
```
Forces are in eV/Å.

## Properties
* total charge: -1
* frontier orbital gap: 0.25181 Eh
* E: -378.34733 Ha

Now the natural (NBO) charges, all in e:
1. C 0.128
2. C -0.603
3. C -0.565
4. N -0.856
5. N 0.314
6. O -0.586
7. O -0.555
8. H 0.186
9. H 0.194
10. H 0.207
11. H 0.264
12. H 0.150
13. H 0.297
14. H 0.423

***

Here is an isolated ion of composition C3H7N2O2 and charge -1 from the OMol25 dataset. Energies are from ωB97M-V with the def2-TZVPD basis set.

The geometry in XYZ format:
```
14
Properties=species:S:1:pos:R:3:forces:R:3
C -2.1931 -0.7739 0.2103 -1.85 0.76 -0.21
C -1.0143 0.1351 0.3354 1.11 1.68 -0.15
O -1.1964 1.3260 0.6435 0.27 -0.57 0.09
N 0.1820 -0.4466 0.0805 -2.07 -0.52 -0.31
N 1.6073 0.0441 0.4698 -1.43 -1.67 0.20
C 1.8702 1.1523 -0.4267 0.53 -1.77 0.54
O 2.3980 -0.9998 0.2061 0.51 -0.11 0.08
H -2.0726 -1.5225 0.9319 -0.10 -1.11 1.55
H -2.2123 -1.3534 -0.6899 -0.05 0.01 -0.97
H -3.1970 -0.2507 0.3671 1.58 -0.56 -0.27
H 0.0224 -1.4167 -0.2562 1.45 0.80 0.49
H 2.4250 0.8153 -1.2504 1.39 -0.60 -1.11
H 1.0080 1.5045 -0.8357 -2.58 1.60 -0.54
H 2.3728 1.7862 0.2142 1.23 2.07 0.61
```
Forces are in eV/Å.

## Properties
* total charge: -1
* frontier orbital gap: 0.21836 Eh
* E: -378.41261 Ha
* SMILES: CC(=O)NN(C)[O-]

Now the natural (NBO) charges, all in e:
1. C -0.700
2. C 0.618
3. O -0.701
4. N -0.545
5. N 0.025
6. C -0.452
7. O -0.791
8. H 0.213
9. H 0.206
10. H 0.216
11. H 0.363
12. H 0.170
13. H 0.193
14. H 0.185

***

Here is a 2-piece molecular cluster, C3H7N2O2 overall from the OMol25 dataset. Energies are from ωB97M-V with the def2-TZVPD basis set.

The geometry in XYZ format:
```
14
Properties=species:S:1:pos:R:3:forces:R:3
C -1.7994 -0.7143 0.3908 -0.19 0.33 0.10
C -0.8365 -0.5072 -0.4563 1.49 -0.88 -0.90
C 2.8938 0.1826 0.5116 -1.67 0.37 -0.11
N 3.9048 -0.3944 0.3823 2.59 -1.53 0.85
N -0.5699 0.8359 -0.9221 -1.25 0.05 -1.54
O 1.8454 0.7116 0.4618 -0.15 0.44 0.04
O -2.4711 0.3146 0.8589 1.02 2.51 -0.08
H -2.2006 -1.5867 0.7943 0.26 -2.11 -0.11
H -0.3575 -1.2470 -1.0382 0.57 -0.83 0.05
H 4.5198 -0.9362 1.0139 -0.72 0.77 -0.85
H 0.3794 1.2092 -0.7852 -0.01 -0.39 0.42
H -1.2690 1.3854 -0.3880 0.34 0.54 -0.81
H -0.7627 0.7703 -1.9736 0.12 0.96 1.73
H -3.2766 -0.0237 1.1497 -2.41 -0.22 1.19
```
Forces are in eV/Å.

## Properties
* total charge: +1
* frontier orbital gap: 0.40257 Eh
* E: -378.22227 Ha

Now the natural (NBO) charges, all in e:
1. C 0.181
2. C -0.174
3. C 0.873
4. N -0.704
5. N -0.699
6. O -0.617
7. O -0.664
8. H 0.214
9. H 0.235
10. H 0.459
11. H 0.476
12. H 0.463
13. H 0.451
14. H 0.506

***

Here is an isolated ion of composition C3H7N2O2 and charge +1 from the OMol25 dataset. Energies are from ωB97M-V with the def2-TZVPD basis set.

The geometry in XYZ format:
```
14
Properties=species:S:1:pos:R:3:forces:R:3
C -0.9705 -0.8883 -0.4112 -3.22 0.98 -0.37
C -0.5472 0.2740 -1.3763 0.27 -2.57 1.65
O -0.1116 1.2465 -0.4443 -0.66 1.13 -0.61
C 0.5064 0.6626 0.5164 4.98 -1.24 0.30
N 1.3062 1.1411 1.5271 -0.85 0.06 1.90
O 2.0440 0.5306 0.4843 -1.46 -1.54 -1.70
N 0.0134 -0.8195 0.6575 -1.25 3.46 0.88
H -1.9846 -0.7007 0.1317 1.65 0.04 -1.23
H -1.1033 -1.8503 -0.8339 0.43 -0.88 -0.64
H 0.2166 -0.1859 -1.9650 1.23 0.42 -0.44
H -1.2443 0.6766 -2.0293 -1.64 0.72 -0.75
H 1.6326 2.0899 1.4824 -0.90 1.02 0.07
H -0.5787 -0.7991 1.4663 0.37 -0.49 1.28
H 0.8211 -1.3775 0.7943 1.04 -1.11 -0.35
```
Forces are in eV/Å.

## Properties
* total charge: +1
* frontier orbital gap: 0.39613 Eh
* E: -378.09862 Ha
* SMILES: C1CO[C@@]2(NO2)[NH2+]1

Now the natural (NBO) charges, all in e:
1. C -0.263
2. C -0.076
3. O -0.411
4. C 0.724
5. N -0.330
6. O -0.394
7. N -0.533
8. H 0.234
9. H 0.263
10. H 0.208
11. H 0.246
12. H 0.405
13. H 0.452
14. H 0.475

***

Here is an isolated ion of composition C3H7N2O3 and charge +1 from the OMol25 dataset. Energies are from ωB97M-V with the def2-TZVPD basis set.

The geometry in XYZ format:
```
15
Properties=species:S:1:pos:R:3:forces:R:3
C -0.2740 2.3112 0.2523 -1.59 2.86 0.05
C -0.3663 -1.2135 1.0552 0.56 -1.04 1.81
C 0.2580 -2.0200 -0.9513 -0.42 2.36 -0.15
N -0.3518 1.1881 1.0061 0.92 -1.92 0.26
N 0.2942 2.4142 -0.8894 1.37 2.26 -1.43
O -0.1825 -0.1181 0.4408 -0.60 1.42 -0.23
O 0.8903 1.5193 -1.5372 0.19 -1.56 -0.12
O -0.0418 -2.3060 0.4516 -1.12 2.30 1.36
H -0.7953 3.2363 0.7130 1.00 -1.82 -0.88
H -0.6775 -1.2844 2.1367 0.21 0.13 -1.22
H 1.1577 -1.3065 -0.9284 -1.47 -1.06 -0.63
H -0.7361 -1.5122 -1.3472 2.48 -1.32 0.12
H 0.5074 -2.9924 -1.2480 0.15 -1.02 -1.37
H -0.7332 1.2325 1.9133 -0.57 -0.39 0.95
H 0.4504 3.3646 -1.3779 -1.10 -1.20 1.49
```
Forces are in eV/Å.

## Properties
* total charge: +1
* frontier orbital gap (alpha / beta): 0.27113 / 0.27108 Eh
* E: -453.25197 Ha

Now the natural (NBO) charges, all in e:
1. C 0.106
2. C 0.680
3. C -0.280
4. N -0.291
5. N -0.060
6. O -0.253
7. O -0.540
8. O -0.365
9. H 0.254
10. H 0.221
11. H 0.245
12. H 0.230
13. H 0.231
14. H 0.414
15. H 0.409

***

Here is an isolated ion of composition C3H7N2O5S and charge -1 from the OMol25 dataset. Energies are from ωB97M-V with the def2-TZVPD basis set.

The geometry in XYZ format:
```
18
Properties=species:S:1:pos:R:3:forces:R:3
C -1.0938 -0.3313 0.2326 0.51 0.04 2.49
C 0.4137 -0.1744 0.4576 -1.90 1.55 -0.52
C 0.9339 0.4656 -0.8411 1.15 4.21 4.29
N 2.3305 0.8090 -0.6109 1.61 -3.98 -0.93
N 2.8141 1.8862 -0.0238 0.03 -1.40 -0.86
O 2.0859 2.8337 0.2067 -0.64 1.11 0.37
O 4.0170 1.8154 0.1616 0.45 1.34 0.83
S 3.4935 -0.9427 0.0057 1.95 1.82 1.43
O 3.4169 -0.8446 1.4765 -0.07 0.32 -2.04
O 2.7474 -2.0398 -0.5291 -0.81 -0.09 -0.84
O 4.7940 -0.6775 -0.6046 -1.73 -0.43 0.53
H -1.4790 0.6684 -0.0622 -0.23 -0.72 0.58
H -1.3046 -1.0280 -0.5240 -0.39 -0.95 -1.20
H -1.4781 -0.7609 1.2092 -0.36 0.82 -1.20
H 0.9934 -1.0284 0.5649 0.29 -2.20 -0.01
H 0.5464 0.2545 1.4675 0.31 1.06 -0.92
H 0.8276 -0.2381 -1.5733 0.15 -1.66 -2.18
H 0.4752 1.4464 -1.1102 -0.33 -0.83 0.16
```
Forces are in eV/Å.

## Properties
* total charge: -1
* frontier orbital gap: 0.34008 Eh
* E: -1002.33228 Ha
* SMILES: CCCN([N+](=O)[O-])S(=O)(=O)[O-]

Now the natural (NBO) charges, all in e:
1. C -0.609
2. C -0.421
3. C -0.235
4. N -0.440
5. N 0.615
6. O -0.499
7. O -0.446
8. S 2.427
9. O -0.948
10. O -0.963
11. O -0.916
12. H 0.199
13. H 0.191
14. H 0.199
15. H 0.230
16. H 0.210
17. H 0.205
18. H 0.201

***

Here is a 2-piece molecular cluster, C3H7N2OS overall from the OMol25 dataset. Energies are from ωB97M-V with the def2-TZVPD basis set.

The geometry in XYZ format:
```
14
Properties=species:S:1:pos:R:3:forces:R:3
C 1.1105 1.0596 -0.4990 -0.16 1.91 -0.89
C 1.8939 -0.0059 0.0912 0.86 0.70 3.29
C -0.5206 -0.4491 -0.4857 2.49 4.45 -2.20
N -0.1160 0.8548 -0.7951 -1.40 -2.48 0.31
N -1.5560 -0.9179 -1.1120 -0.61 2.89 -2.62
O -1.3594 0.0079 1.3535 -4.02 -2.85 1.18
S 0.6962 -1.3961 0.2610 1.82 -0.42 0.49
H 1.5347 2.0565 -0.6197 0.04 -0.29 -0.06
H 2.8365 -0.2077 -0.4154 0.08 -0.57 0.13
H 2.1574 0.4912 1.1802 -0.26 -2.02 -2.03
H -1.9772 -0.0959 2.1019 0.06 -0.16 -0.19
H -1.9270 -1.7553 -0.9523 -2.03 -3.98 0.76
H -1.9973 -0.2557 -1.7632 0.16 -0.73 0.39
H -0.7757 0.6135 1.6545 2.97 3.54 1.45
```
Forces are in eV/Å.

## Properties
* multiplicity: 3
* total charge: +1
* frontier orbital gap (alpha / beta): 0.25305 / 0.23732 Eh
* E: -701.01358 Ha

Now the natural (NBO) charges, all in e:
1. C -0.012
2. C -0.629
3. C 0.079
4. N -0.388
5. N -0.657
6. O -0.896
7. S 0.843
8. H 0.239
9. H 0.292
10. H 0.301
11. H 0.507
12. H 0.403
13. H 0.442
14. H 0.476

***

Here is an isolated ion of composition C3H7N2S and charge +1 from the OMol25 dataset. Energies are from ωB97M-V with the def2-TZVPD basis set.

The geometry in XYZ format:
```
13
Properties=species:S:1:pos:R:3:forces:R:3
C 1.4353 -0.5410 0.0039 -2.35 -2.86 0.40
C -0.6504 -0.9872 -0.1556 4.49 0.54 -1.11
C -0.3754 1.4471 0.3809 1.19 -1.46 1.95
N 2.1272 -1.5793 0.0681 -2.78 2.26 -0.20
N -1.2341 0.3758 -0.3053 -0.38 -0.83 -1.29
S 1.4035 1.1968 -0.0831 -0.59 0.02 0.17
H -0.3846 -1.5936 -1.0466 -1.16 0.87 0.31
H -0.8959 -1.5715 0.6898 -0.54 -0.03 0.94
H -0.6293 2.3673 -0.0218 -0.61 1.83 -0.81
H -0.4863 1.5318 1.5224 -0.14 -0.80 -1.80
H 3.0900 -1.5921 0.2772 1.53 0.28 0.04
H -1.1284 0.5904 -1.3762 -0.92 -0.30 2.42
H -2.2716 0.3557 0.0462 2.25 0.48 -1.03
```
Forces are in eV/Å.

## Properties
* total charge: +1
* frontier orbital gap: 0.35045 Eh
* E: -625.83470 Ha

Now the natural (NBO) charges, all in e:
1. C 0.165
2. C -0.343
3. C -0.344
4. N -0.597
5. N -0.575
6. S 0.340
7. H 0.261
8. H 0.238
9. H 0.239
10. H 0.266
11. H 0.403
12. H 0.469
13. H 0.479